Entry 1:
The following is a DFT calculation (ωB97M-V with the def2-TZVPD basis set) of a cluster of 7 separate species, C35H53O16P in total in a non-equilibrium geometry.

Maximum force in eV Å⁻¹: 2.244
Total charge: 0
SMILES: COP(=O)(OC)OC.Oc1ccc(O)cc1.Oc1ccc(O)cc1.Oc1ccc(O)cc1.Oc1ccc(O)cc1.COCCOC.COCCOC
2S+1: 1
LUMO in eV: 0.327
Energy above the lowest of the compared OMol25 structures with the same formula, charge and spin in kcal/mol: 0.0
Electronic energy in hartree: -2910.62545

The geometry in XYZ format:
```
105
Properties=species:S:1:pos:R:3:mulliken_charge:R:1
C -5.549 -0.647 -0.563 -0.245
C -6.390 -0.316 -1.605 -0.647
C -6.983 -1.323 -2.368 0.762
C -6.828 -2.656 -1.981 -0.678
C -5.934 -2.956 -0.956 -0.732
C -5.330 -1.971 -0.205 0.425
O -4.502 -2.270 0.843 -0.503
O -7.736 -0.923 -3.423 -0.545
H -5.058 0.162 -0.033 0.463
H -6.565 0.726 -1.832 0.447
H -7.410 -3.415 -2.486 0.303
H -5.784 -3.980 -0.621 0.313
H -4.618 -3.180 1.140 0.208
H -8.327 -1.586 -3.787 0.304
C 0.928 -0.233 1.391 -0.839
C -0.095 -0.747 2.174 -0.503
C -1.293 -1.092 1.593 0.083
C -1.384 -1.153 0.198 0.894
C -0.268 -0.874 -0.579 -0.163
C 0.870 -0.341 0.000 0.017
O 2.003 -0.058 -0.727 -0.456
O -2.384 -1.350 2.362 -0.590
H 1.838 0.161 1.832 0.476
H -0.036 -0.703 3.257 0.485
H -2.287 -1.497 -0.286 -0.407
H -0.262 -1.001 -1.656 0.365
H 2.582 0.496 -0.181 -0.055
H -3.146 -1.672 1.846 0.464
C 1.558 -0.768 -4.415 0.341
C 1.063 -1.601 -5.422 -0.381
C 1.894 -2.381 -6.193 0.389
C 3.259 -2.435 -5.907 -0.429
C 3.756 -1.672 -4.870 -0.832
C 2.934 -0.828 -4.155 0.214
O 3.429 -0.116 -3.103 -0.509
O 1.437 -2.996 -7.335 -0.555
H 0.825 -0.244 -3.820 0.273
H 0.024 -1.598 -5.738 0.258
H 3.976 -2.979 -6.511 0.270
H 4.819 -1.609 -4.670 0.402
H 2.928 -0.188 -2.274 0.532
H 2.150 -3.417 -7.815 0.291
C 5.371 2.826 -0.559 -0.509
C 5.720 4.179 -0.607 -0.641
C 5.263 5.027 0.376 0.788
C 4.582 4.547 1.481 -0.558
C 4.307 3.191 1.560 -0.376
C 4.729 2.310 0.557 0.235
O 4.378 0.984 0.602 -0.552
O 5.499 6.373 0.255 -0.552
H 5.598 2.206 -1.417 0.450
H 6.311 4.527 -1.442 0.405
H 4.399 5.141 2.369 0.316
H 3.821 2.801 2.448 0.439
H 4.817 0.417 1.238 0.272
H 5.260 6.839 1.060 0.289
C 3.061 -2.225 9.079 -0.697
O 2.065 -2.624 8.173 -0.329
P 1.894 -1.867 6.769 1.115
O 1.520 -0.444 6.889 -0.704
O 3.261 -2.078 6.007 -0.343
C 3.624 -1.304 4.869 -0.724
O 0.928 -2.846 5.986 -0.274
C -0.484 -2.744 6.052 -0.579
H 3.696 -3.064 9.372 0.271
H 2.653 -1.805 10.001 0.288
H 3.748 -1.452 8.721 0.297
H 3.025 -0.394 4.797 0.342
H 3.501 -1.904 3.968 0.276
H 4.660 -0.998 5.006 0.319
H -0.912 -3.743 6.178 0.299
H -0.946 -2.351 5.149 0.150
H -0.811 -2.211 6.944 0.327
C -2.071 4.018 2.440 -0.582
O -0.749 4.150 2.855 -0.465
C 0.183 3.325 2.190 0.071
C 0.737 4.055 0.957 -0.329
O -0.221 4.134 -0.087 -0.528
C -0.399 2.913 -0.764 -0.249
H -2.474 2.997 2.473 0.182
H -2.307 4.398 1.439 0.251
H -2.707 4.613 3.101 0.321
H -0.218 2.327 1.989 0.030
H 1.039 3.152 2.854 0.257
H 1.632 3.545 0.569 0.169
H 1.040 5.074 1.192 0.299
H -1.096 2.206 -0.303 0.265
H 0.557 2.408 -0.938 0.054
H -0.813 3.178 -1.739 0.234
C -3.010 -3.363 -2.936 -0.433
O -2.300 -2.656 -3.925 -0.351
C -2.952 -1.515 -4.444 -0.675
C -2.921 -0.351 -3.444 0.553
O -1.644 0.237 -3.383 0.176
C -1.352 1.069 -4.476 -1.133
H -4.098 -3.316 -3.036 0.216
H -2.727 -3.050 -1.925 0.021
H -2.697 -4.404 -3.046 0.352
H -3.962 -1.729 -4.818 0.300
H -2.408 -1.264 -5.358 0.361
H -3.146 -0.788 -2.472 -0.778
H -3.672 0.399 -3.715 0.389
H -0.655 1.840 -4.138 0.302
H -2.247 1.671 -4.703 0.444
H -0.983 0.644 -5.411 0.327
```

=====

Entry 2:
The following is a DFT calculation (ωB97M-V with the def2-TZVPD basis set) of a cluster of 2 separate species, C10H20 in total in a non-equilibrium geometry.

Maximum force in eV Å⁻¹: 1.289
Total charge: 0
SMILES: C1CCCC1.C1CCCC1
2S+1: 1
LUMO in eV: 1.112
Energy above the lowest of the compared OMol25 structures with the same formula, charge and spin in kcal/mol: 19.8
Electronic energy in hartree: -392.98705

The geometry in XYZ format:
```
30
Properties=species:S:1:pos:R:3:mulliken_charge:R:1
C 0.523 -1.440 -1.242 0.405
C -0.635 -0.743 -1.958 -1.274
C 1.700 -0.492 -1.504 -0.935
C -0.453 0.723 -1.545 0.965
C 1.082 0.930 -1.475 -0.911
H 0.709 -2.472 -1.597 0.458
H 0.307 -1.490 -0.158 -0.487
H -1.630 -1.148 -1.694 0.452
H -0.507 -0.850 -3.053 0.331
H 2.114 -0.702 -2.509 0.294
H 2.521 -0.613 -0.771 0.424
H -0.898 0.871 -0.542 -1.048
H -0.945 1.430 -2.240 0.529
H 1.362 1.467 -0.548 0.344
H 1.443 1.529 -2.333 0.454
C -1.385 -0.620 1.262 0.399
C -0.070 -0.945 1.971 -1.278
C -1.535 0.887 1.505 -0.934
C 0.842 0.208 1.533 0.982
C -0.089 1.445 1.454 -0.910
H -2.248 -1.207 1.633 0.458
H -1.280 -0.824 0.179 -0.480
H 0.338 -1.942 1.716 0.452
H -0.225 -0.914 3.066 0.331
H -1.965 1.048 2.512 0.293
H -2.204 1.377 0.771 0.425
H 1.251 -0.019 0.529 -1.063
H 1.698 0.363 2.217 0.529
H 0.088 2.009 0.518 0.343
H 0.093 2.134 2.302 0.453
```

=====

Entry 3:
The following is a DFT calculation (ωB97M-V with the def2-TZVPD basis set) of the molecule C7H11N3O2 in a non-equilibrium geometry.

Maximum force in eV Å⁻¹: 5.279
Total charge: 0
SMILES: [H]/N=C\C(N)(N)/C=C\C=C=C(O)O
2S+1: 1
LUMO in eV: 0.332
Energy above the lowest of the compared OMol25 structures with the same formula, charge and spin in kcal/mol: 104.0
Electronic energy in hartree: -587.92842

The geometry in XYZ format:
```
23
Properties=species:S:1:pos:R:3:mulliken_charge:R:1
C -0.518 -1.897 0.608 -0.089
C 0.841 -1.831 0.175 -0.510
C -1.411 -0.955 0.432 -1.305
C 1.673 -0.822 -0.082 0.119
C 2.529 0.130 -0.172 0.168
C -0.995 1.479 0.816 -0.303
C -1.416 0.365 -0.209 1.559
N -0.437 1.449 1.910 -0.692
N -2.846 0.637 -0.467 -0.733
N -0.727 0.530 -1.376 -0.526
O 3.611 0.469 0.655 -0.534
O 2.551 0.839 -1.371 -0.506
H -0.775 -2.893 0.965 0.380
H 1.224 -2.827 0.034 0.360
H -2.413 -1.206 0.702 0.347
H -1.404 2.492 0.433 0.298
H -0.098 0.502 2.187 0.314
H 3.832 -0.067 1.367 0.303
H -3.458 -0.029 -0.714 0.199
H -2.840 1.329 -1.190 0.274
H -0.269 -0.327 -1.714 0.276
H 3.395 1.277 -1.510 0.321
H -0.048 1.357 -1.480 0.280
```

=====

Entry 4:
The following is a DFT calculation (ωB97M-V with the def2-TZVPD basis set) of a cluster of 2 separate species, C3H2FNS2 in total in a non-equilibrium geometry.

Maximum force in eV Å⁻¹: 2.806
Total charge: 0
SMILES: N=C1SS1.C#CF
2S+1: 1
LUMO in eV: -0.368
Energy above the lowest of the compared OMol25 structures with the same formula, charge and spin in kcal/mol: 1.2
Electronic energy in hartree: -1066.34653

The geometry in XYZ format:
```
9
Properties=species:S:1:pos:R:3:mulliken_charge:R:1
C -2.069 0.889 0.665 0.094
C -1.345 0.920 -0.270 -0.237
C 1.343 -0.804 0.011 0.517
N 0.219 -1.300 -0.074 -0.567
F -0.426 1.097 -1.196 -0.213
S 2.741 -0.143 -0.854 -0.124
S 2.499 -0.321 1.222 -0.132
H -2.724 1.210 1.414 0.370
H -0.238 -1.548 -0.917 0.292
```

=====

Entry 5:
The following is a DFT calculation (ωB97M-V with the def2-TZVPD basis set) of a cluster of 12 separate species, H24O12 in total.

Maximum force in eV Å⁻¹: 0.778
Total charge: 0
SMILES: O.O.O.O.O.O.O.O.O.O.O.O
2S+1: 1
LUMO in eV: -0.244
Energy above the lowest of the compared OMol25 structures with the same formula, charge and spin in kcal/mol: 33.8
Electronic energy in hartree: -917.27144

The geometry in XYZ format:
```
36
Properties=species:S:1:pos:R:3:mulliken_charge:R:1
O -1.810 -0.603 2.067 -0.597
H -1.430 0.127 2.585 0.363
H -1.285 -1.374 2.311 0.282
O 3.099 0.787 -1.050 -0.668
H 2.963 -0.106 -1.401 0.396
H 2.274 0.988 -0.600 0.234
O -0.470 -0.329 -3.453 -0.676
H -0.868 -0.945 -2.823 0.306
H -0.792 -0.615 -4.318 0.274
O -1.392 1.961 3.212 -0.715
H -1.661 2.795 3.609 0.311
H -0.824 2.208 2.447 0.369
O 2.638 -2.771 0.714 -0.620
H 2.436 -3.638 0.349 0.283
H 2.252 -2.144 0.085 0.350
O 0.456 2.780 1.321 -0.668
H 0.788 3.474 1.908 0.297
H 0.689 3.082 0.429 0.274
O -0.891 -2.707 -0.069 -0.536
H -0.806 -3.517 0.447 0.250
H -1.113 -3.010 -0.956 0.253
O 0.078 0.090 -0.392 0.068
H -0.326 0.666 0.266 0.103
H -0.323 -0.775 -0.225 0.084
O 2.077 -1.385 -2.327 -0.688
H 1.239 -0.956 -2.574 0.347
H 2.043 -2.255 -2.737 0.284
O -1.091 2.437 -2.584 -0.655
H -0.757 1.534 -2.715 0.361
H -1.657 2.371 -1.809 0.287
O -3.391 -0.572 -0.422 -0.635
H -4.016 0.112 -0.165 0.301
H -2.783 -0.645 0.333 0.339
O 1.784 0.664 2.796 -0.611
H 1.534 1.329 2.135 0.348
H 1.336 0.940 3.604 0.304
```

=====

Entry 6:
The following is a DFT calculation (ωB97M-V with the def2-TZVPD basis set) of a structure of composition C38H58AsF6N2OPdSSi4Te.

Maximum force in eV Å⁻¹: 0.674
Total charge: +2
2S+1: 6
⟨S²⟩: 8.804
LUMO (alpha / beta) in eV: -5.320 / -8.304
Electronic energy in hartree: -6454.18369

The geometry in XYZ format:
```
113
Properties=species:S:1:pos:R:3:mulliken_spin:R:1
Pd -0.113 -0.837 0.926 1.535
C -1.153 -4.645 -1.816 0.000
C -1.712 -3.300 -2.291 -0.080
C -2.873 -2.831 -1.440 0.036
C -4.033 -3.598 -1.388 -0.014
C -5.112 -3.223 -0.606 0.018
C -5.066 -2.039 0.116 -0.010
C -3.942 -1.228 0.080 0.058
C -3.958 0.120 0.767 -0.023
C -4.683 1.164 -0.090 0.003
C -2.853 -1.653 -0.691 -0.056
N -1.694 -0.813 -0.676 0.362
C -1.494 0.043 -1.606 0.111
C -0.394 0.958 -1.507 0.261
C -0.080 2.126 -2.277 -0.076
C 0.933 2.733 -1.610 0.221
C 1.207 1.908 -0.430 0.217
N 0.421 0.868 -0.392 0.116
H -0.257 -4.914 -2.376 0.002
H -1.886 -5.441 -1.949 0.001
H -0.889 -4.602 -0.759 -0.001
H -2.067 -3.399 -3.321 -0.002
H -0.912 -2.560 -2.290 0.090
H -4.088 -4.502 -1.982 0.001
H -5.995 -3.847 -0.569 0.000
H -5.919 -1.729 0.708 0.001
H -2.941 0.467 0.963 0.004
H -4.474 0.023 1.724 0.000
H -4.193 1.286 -1.059 0.000
H -4.697 2.133 0.408 0.000
H -5.713 0.859 -0.274 0.000
H -2.181 0.119 -2.448 0.033
H -0.592 2.456 -3.167 0.002
H 1.429 3.658 -1.859 -0.004
H 1.953 2.087 0.331 0.012
C 2.868 2.300 -5.301 0.014
Si 2.188 0.964 -6.410 0.135
C 0.328 1.038 -6.557 0.005
C 3.031 0.811 -8.058 0.008
Si 2.549 -1.146 -5.265 0.226
Te 1.902 -0.766 -2.974 1.019
Si 5.030 -1.576 -5.413 0.204
C 5.441 -1.910 -7.182 0.016
C 5.251 -3.025 -4.286 0.022
C 5.729 0.018 -4.768 0.022
Si 1.336 -3.008 -6.226 0.110
C 1.834 -3.089 -8.012 0.014
C 1.777 -4.498 -5.207 -0.002
C -0.451 -2.507 -6.012 0.015
H 2.420 3.271 -5.531 0.002
H 3.949 2.398 -5.405 0.003
H 2.648 2.073 -4.255 0.012
H 0.013 2.068 -6.756 0.004
H -0.162 0.708 -5.639 0.001
H -0.036 0.422 -7.381 0.002
H 2.625 1.557 -8.749 0.005
H 2.872 -0.171 -8.506 -0.001
H 4.104 0.991 -7.981 0.000
H 5.021 -2.855 -7.528 -0.001
H 6.531 -1.986 -7.265 0.009
H 5.113 -1.117 -7.851 -0.004
H 4.804 -3.930 -4.701 -0.001
H 4.816 -2.849 -3.301 0.004
H 6.322 -3.213 -4.152 0.009
H 5.820 0.765 -5.558 0.002
H 6.730 -0.167 -4.367 0.008
H 5.121 0.432 -3.963 0.002
H 2.915 -3.055 -8.144 -0.003
H 1.394 -2.268 -8.582 0.000
H 1.474 -4.023 -8.455 0.005
H 2.732 -4.927 -5.515 0.002
H 1.017 -5.277 -5.315 0.003
H 1.848 -4.245 -4.146 0.011
H -0.773 -1.834 -6.807 0.001
H -0.622 -2.015 -5.053 0.005
H -1.089 -3.395 -6.053 0.006
F 0.686 -2.586 -0.445 0.042
As 2.302 -2.942 0.300 0.010
F 2.974 -3.013 -1.281 -0.001
F 1.924 -4.601 0.267 0.000
F 3.818 -3.136 1.042 -0.001
F 1.488 -2.752 1.837 0.007
F 2.506 -1.195 0.339 0.002
O -0.341 0.913 2.269 0.097
S 0.304 1.003 3.666 0.010
C -0.637 -0.180 4.678 0.003
C -0.773 -1.512 4.010 0.058
C -0.135 -2.633 4.507 0.017
C -0.260 -3.866 3.866 0.016
C -1.017 -3.981 2.719 -0.009
C -1.685 -2.867 2.217 -0.030
C -1.576 -1.629 2.860 0.013
C 1.892 0.160 3.491 0.044
C 2.638 0.102 4.796 0.000
C 3.043 1.277 5.426 -0.002
C 3.742 1.222 6.622 0.001
C 4.026 -0.007 7.204 0.000
C 3.639 -1.180 6.572 0.000
C 2.955 -1.126 5.365 0.002
H -1.602 0.316 4.787 0.000
H -0.140 -0.228 5.648 -0.001
H 0.445 -2.552 5.418 0.002
H 0.253 -4.731 4.266 0.000
H -1.109 -4.938 2.223 0.000
H -2.367 -2.980 1.384 0.027
H -2.239 -0.816 2.593 0.003
H 2.410 0.763 2.742 0.009
H 1.699 -0.836 3.086 -0.032
H 2.812 2.239 4.980 0.000
H 4.070 2.136 7.097 0.000
H 4.559 -0.050 8.144 0.000
H 3.876 -2.138 7.014 0.000
H 2.695 -2.041 4.846 0.002
```

=====

Entry 7:
The following is a DFT calculation (ωB97M-V with the def2-TZVPD basis set) of a cluster of 11 separate species, C6H35NO10S in total in a non-equilibrium geometry.

Maximum force in eV Å⁻¹: 3.881
Total charge: +1
2S+1: 2
⟨S²⟩: 0.755
LUMO (alpha / beta) in eV: -3.167 / -7.980
Energy above the lowest of the compared OMol25 structures with the same formula, charge and spin in kcal/mol: 0.0
Electronic energy in hartree: -1454.50911

The geometry in XYZ format:
```
53
Properties=species:S:1:pos:R:3:mulliken_spin:R:1
C -2.089 -0.875 1.499 0.028
C -2.131 -1.875 2.613 -0.001
S -1.576 -1.283 4.242 0.033
C -0.700 -0.136 1.280 0.016
N -0.063 -0.361 0.003 0.616
C 1.574 -0.290 0.109 0.057
C 2.138 1.047 -0.289 0.021
C 1.759 2.194 0.740 0.010
H -2.125 -1.394 0.515 0.004
H -2.643 0.061 1.597 -0.001
H -1.619 -2.737 2.161 0.006
H -3.158 -2.203 2.735 0.001
H -0.883 -0.194 3.885 -0.003
H -0.050 -0.646 2.038 0.091
H -0.574 0.942 1.425 0.058
H -0.304 -1.321 -0.283 -0.009
H 1.690 -0.625 1.121 -0.018
H 1.726 -0.995 -0.699 0.034
H 1.958 1.433 -1.281 -0.005
H 3.212 0.999 -0.122 -0.003
H 1.595 3.128 0.241 0.001
H 2.600 2.409 1.422 0.000
H 0.953 1.873 1.366 0.000
H 2.073 3.590 -2.220 0.000
H 0.970 2.937 -3.018 -0.001
O 1.825 3.376 -3.124 0.001
H 3.665 -1.876 1.076 -0.001
H 3.509 -1.993 2.629 -0.001
O 3.512 -1.383 1.885 0.007
H -0.860 -3.798 -1.129 0.000
H -1.428 -3.068 -2.375 0.000
O -1.136 -2.953 -1.485 0.000
H -3.092 1.914 -1.588 0.000
H -1.965 1.130 -0.918 -0.001
O -2.902 1.117 -1.095 0.002
H -0.510 1.230 -2.960 0.000
H 0.136 1.022 -1.539 0.028
O -0.100 1.680 -2.208 0.024
H 2.053 -2.981 -1.301 -0.001
H 2.077 -1.661 -2.054 0.000
O 2.115 -2.606 -2.187 0.001
H -1.953 -2.097 -3.467 0.000
H -2.200 -0.582 -3.273 0.000
O -1.872 -1.254 -3.880 0.000
H -1.436 3.321 2.578 0.000
H -0.561 4.233 1.797 0.000
O -0.520 3.399 2.288 0.001
H -1.122 3.208 0.110 0.001
H -1.154 2.755 -1.289 -0.001
O -1.439 3.516 -0.751 0.000
H -0.383 -4.052 0.894 0.000
H 0.962 -3.686 1.544 0.000
O 0.445 -3.591 0.741 0.000
```

=====

Entry 8:
The following is a DFT calculation (ωB97M-V with the def2-TZVPD basis set) of the molecule C3H4N2S2 in a non-equilibrium geometry.

Maximum force in eV Å⁻¹: 7.074
Total charge: 0
SMILES: S=C/N=C/NC=S
2S+1: 1
LUMO in eV: -1.414
Energy above the lowest of the compared OMol25 structures with the same formula, charge and spin in kcal/mol: 82.8
Electronic energy in hartree: -1022.48370

The geometry in XYZ format:
```
11
Properties=species:S:1:pos:R:3:mulliken_charge:R:1
C 0.882 -1.237 1.110 -0.203
C 0.337 -0.437 -1.151 0.061
C -1.200 1.255 -1.627 -0.150
H -0.001 -0.506 1.257 0.366
H 2.097 -1.619 -0.790 0.338
H 0.632 -0.581 -2.178 0.302
H -0.777 1.113 -2.569 0.285
N 1.134 -1.218 -0.234 -0.161
N -0.839 0.206 -0.606 -0.379
S 1.720 -1.959 2.350 -0.252
S -1.978 2.658 -1.089 -0.206
```